# C18H25NO5

The molecule C18H25NO5 (ωB97M-V with the def2-TZVPD basis set, the Open Molecules 2025 dataset).

Structure (XYZ):
```
49
Properties=species:S:1:pos:R:3:forces:R:3
C -4.184 4.010 -1.996 0.31 -0.14 -0.25
C -3.485 3.616 -3.294 -0.49 0.11 0.08
H -3.526 4.448 -4.003 -0.03 -0.18 0.04
H -3.971 2.747 -3.754 0.09 0.08 -0.02
O -2.102 3.383 -3.116 0.35 -0.16 0.11
C -1.674 2.235 -2.545 0.27 0.02 0.03
C -2.471 1.155 -2.189 -0.07 0.25 -0.15
C -1.913 0.022 -1.626 0.40 -0.20 0.14
C -0.545 -0.047 -1.405 -0.32 0.29 -0.18
C 0.273 1.032 -1.761 -0.02 0.06 -0.05
C -0.271 2.166 -2.328 -0.22 0.08 -0.06
O 0.418 3.261 -2.736 -0.32 -0.07 0.00
C 1.814 3.333 -2.522 0.41 0.08 0.19
C 2.176 3.672 -1.079 -0.25 -0.12 -0.33
H 1.846 2.892 -0.398 0.02 -0.04 0.10
H 3.253 3.785 -0.990 0.12 0.01 0.04
H 1.698 4.605 -0.791 -0.01 0.09 0.04
H 2.303 2.403 -2.840 -0.06 0.08 -0.04
H 2.143 4.138 -3.184 0.00 -0.18 0.05
H 1.331 0.947 -1.581 0.10 0.09 -0.01
C 0.014 -1.258 -0.791 -0.17 -0.40 0.09
O -0.639 -2.246 -0.512 0.09 0.15 -0.16
O 1.331 -1.169 -0.562 -0.07 0.35 -0.07
C 2.002 -2.309 -0.035 0.24 -0.46 0.18
H 1.592 -3.220 -0.484 0.09 0.15 0.01
H 3.051 -2.185 -0.309 -0.19 -0.03 0.13
C 1.904 -2.403 1.503 -0.21 0.04 -0.77
O 2.875 -2.223 2.206 0.39 0.09 0.28
N 0.670 -2.714 1.927 -0.59 -0.16 0.01
H -0.050 -2.820 1.221 0.25 0.03 0.04
C 0.277 -2.845 3.316 0.38 0.03 0.20
C 1.075 -3.895 4.096 -0.21 -0.06 0.07
H 2.136 -3.746 3.904 0.02 -0.03 -0.03
H 0.800 -4.913 3.823 0.02 -0.06 -0.06
C 0.743 -3.549 5.542 0.11 -0.06 -0.04
H -0.263 -3.898 5.782 -0.03 -0.04 0.05
H 1.438 -3.997 6.249 -0.05 -0.06 0.07
C 0.794 -2.016 5.571 -0.07 0.06 0.09
H 0.093 -1.608 6.298 0.07 0.04 0.07
H 1.794 -1.685 5.848 0.01 0.04 0.05
C 0.467 -1.557 4.139 -0.08 0.08 -0.04
H 1.299 -0.993 3.723 -0.04 0.03 -0.03
H -0.424 -0.930 4.099 -0.01 0.04 -0.04
H -0.780 -3.128 3.310 0.08 0.00 -0.01
H -2.532 -0.817 -1.350 -0.05 -0.06 0.02
H -3.537 1.183 -2.350 -0.09 0.07 -0.02
H -5.227 4.239 -2.197 -0.13 0.02 0.00
H -4.133 3.206 -1.266 -0.05 -0.04 0.08
H -3.704 4.888 -1.573 0.01 0.09 0.05
```
Positions in Å, forces in eV/Å.

Computed properties:
**HOMO**: -8.36 eV
**Energy**: -1131.87099 Eh
**Frontier orbital gap**: 8.92 eV
**LUMO**: 0.6 eV
**ΔE to the lowest compared entry with this formula, charge and spin**: 174.9 kJ/mol

Here is what Mulliken gives for the atomic charges, in e: number 1, C, carries -1.086; number 2, C, carries -0.466; number 3, H, carries 0.348; number 4, H, carries 0.358; number 5, O, carries -0.497; number 6, C, carries 1.053; number 7, C, carries -0.259; number 8, C, carries -1.322; number 9, C, carries -0.632; number 10, C, carries -0.232; number 11, C, carries 0.605; number 12, O, carries -0.496; number 13, C, carries -0.459; number 14, C, carries -1.040; number 15, H, carries 0.309; number 16, H, carries 0.373; number 17, H, carries 0.321; number 18, H, carries 0.377; number 19, H, carries 0.349; number 20, H, carries 0.728; number 21, C, carries 0.670; number 22, O, carries -0.782; number 23, O, carries -0.286; number 24, C, carries -0.844; number 25, H, carries 0.363; number 26, H, carries 0.319; number 27, C, carries 0.634; number 28, O, carries -0.646; number 29, N, carries -0.057; number 30, H, carries 0.390; number 31, C, carries -0.158; number 32, C, carries -0.821; number 33, H, carries 0.350; number 34, H, carries 0.370; number 35, C, carries -0.652; number 36, H, carries 0.318; number 37, H, carries 0.365; number 38, C, carries -0.603; number 39, H, carries 0.289; number 40, H, carries 0.293; number 41, C, carries -0.799; number 42, H, carries 0.269; number 43, H, carries 0.356; number 44, H, carries 0.464; number 45, H, carries 0.467; number 46, H, carries 0.351; number 47, H, carries 0.377; number 48, H, carries 0.352; number 49, H, carries 0.316